[1]
A 2-piece molecular cluster, C3H6FNO3 overall. Source: the Open Molecules 2025 dataset; level of theory: ωB97M-V/def2-TZVPD.

The total energy is -498.0678 Eh. As for the spin multiplicity: 1. Its HOMO-LUMO gap is 9.7676 eV. The value obtained for the LUMO energy is 0.719 eV. The value obtained for the relative energy (zero: lowest compared OMol25 entry of this formula, charge and spin) is 106.54 kcal/mol. As for the SMILES: C/C(F)=[N+](/[O-])O.C=O.

```
14
Properties=species:S:1:pos:R:3:forces:R:3:nbo_charge:R:1
C -0.5425 1.4158 -1.3703 -1.252 2.073 -0.676 -0.71
C -0.7317 0.2916 -0.4861 0.497 -2.670 0.805 0.61
F -1.8475 0.2103 0.2009 -0.175 0.056 0.178 -0.28
N 0.0030 -0.8058 -0.4505 -0.617 -0.271 1.105 0.28
O -0.0339 -1.8210 0.3440 -0.555 1.150 -0.866 -0.54
O 1.0233 -0.8386 -1.3179 -0.985 1.871 -3.349 -0.54
H 0.4810 1.4160 -1.6768 0.447 -0.072 -0.680 0.26
H -0.6509 2.4248 -0.7895 -0.358 -1.923 -1.056 0.26
H -1.2897 1.3025 -2.2734 1.511 0.611 1.690 0.25
H 1.8013 -1.1980 -0.9695 1.498 -1.134 1.851 0.49
C 0.4511 -0.6248 2.1736 -3.017 0.931 0.003 0.28
O 0.3795 0.5270 1.7971 -0.337 0.262 -0.031 -0.61
H 1.3504 -0.9921 2.4459 3.461 -1.615 0.764 0.10
H -0.3934 -1.3077 2.3724 -0.120 0.732 0.261 0.13
```
Forces are in eV/Å.

[2]
A 2-piece molecular cluster, C3H6FNS overall. Source: the Open Molecules 2025 dataset; level of theory: ωB97M-V/def2-TZVPD.

The total energy is -670.6140 Eh. As for the spin multiplicity: 1. Its HOMO-LUMO gap is 9.9523 eV. The value obtained for the LUMO energy is 0.910 eV. The value obtained for the relative energy (zero: lowest compared OMol25 entry of this formula, charge and spin) is 69.11 kcal/mol. As for the SMILES: C=CF.C=NS.

```
12
Properties=species:S:1:pos:R:3:forces:R:3:nbo_charge:R:1
C -0.3581 1.9762 1.9283 0.419 -1.391 -0.481 -0.52
C -1.3945 1.9475 1.0782 1.893 1.253 1.425 0.25
F -1.4028 1.9784 -0.2288 0.700 -0.511 -1.530 -0.32
H -0.7430 1.9781 2.9509 0.571 0.177 -0.151 0.22
H 0.7479 1.7453 1.7587 -1.888 0.557 -0.023 0.22
H -2.3334 2.2369 1.4262 -1.677 -0.099 0.755 0.15
C 0.9273 -1.2605 -0.7581 1.104 0.508 0.027 -0.07
N 0.5821 -2.3509 -1.2644 -0.317 -1.561 0.750 -0.56
S 0.7515 -2.6043 -2.9062 0.108 -0.617 -0.930 0.18
H 1.0046 -1.1562 0.3312 -0.587 0.032 -0.353 0.18
H 1.3900 -0.5014 -1.3840 -0.073 0.531 0.111 0.14
H 0.8283 -3.9893 -2.9322 -0.253 1.120 0.402 0.13
```
Forces are in eV/Å.

[3]
C3H6FO3P in the gas phase. Source: the Open Molecules 2025 dataset; level of theory: ωB97M-V/def2-TZVPD.

The total energy is -784.7660 Eh. As for the spin multiplicity: 3. Its HOMO-LUMO gap (alpha / beta) is 5.8917 / 8.9819 eV. The value obtained for the LUMO energy (alpha / beta) is 0.591 / -2.174 eV.

```
14
Properties=species:S:1:pos:R:3:forces:R:3:nbo_charge:R:1
C -0.2512 -0.9586 -0.4163 0.502 0.653 0.533 -0.86
C 0.8016 -1.2997 0.5760 -1.519 -6.450 -7.872 -0.17
C 1.0957 -0.5299 1.6025 1.504 6.989 8.151 0.16
O 0.6958 1.4692 -1.0203 -0.061 -0.425 -0.033 -0.99
O -1.6206 0.8420 -1.8016 0.491 -0.235 0.156 -1.00
O -1.2533 1.5519 0.6363 0.041 -0.379 0.135 -1.10
F 2.0419 -0.8663 2.4928 0.057 -0.515 -0.436 -0.30
P -0.6696 0.8231 -0.4990 -0.308 -0.079 -0.784 2.33
H 0.0738 -1.2387 -1.4206 -0.139 -0.061 -0.049 0.27
H -1.1747 -1.5045 -0.2036 -0.355 0.085 -0.044 0.26
H 1.3342 -2.2303 0.4379 -0.026 -0.009 -0.059 0.20
H 0.6164 0.4067 1.8451 0.007 -0.069 0.132 0.16
H 0.7978 2.3434 -0.6348 0.117 0.289 0.065 0.52
H -2.4875 1.1916 -1.5945 -0.311 0.204 0.105 0.52
```
Forces are in eV/Å.

[4]
C3H6HgO as an isolated structure. Source: the Open Molecules 2025 dataset; level of theory: ωB97M-V/def2-TZVPD.

The total energy is -346.0607 Eh. As for the spin multiplicity: 2. Its HOMO-LUMO gap (alpha / beta) is 8.0541 / 6.2070 eV. The value obtained for the LUMO energy (alpha / beta) is -5.883 / -7.829 eV. The value obtained for the relative energy (zero: lowest compared OMol25 entry of this formula, charge and spin) is 30.58 kcal/mol. The total charge is +1.

```
11
Properties=species:S:1:pos:R:3:forces:R:3:nbo_charge:R:1
C 1.4710 -1.2638 0.2117 -0.152 0.473 0.048 -0.30
C 1.5965 0.0625 0.0831 0.475 0.007 -0.286 -0.30
C 0.4377 0.9729 -0.1056 2.400 2.225 -1.747 0.15
O -0.6145 0.3776 -0.7283 -4.146 -0.382 -4.640 -0.86
Hg -2.4142 -0.5160 0.3370 -0.034 -0.058 -0.025 0.81
H 2.3471 -1.9087 0.2926 -0.298 0.260 0.180 0.24
H 0.4895 -1.7361 0.3026 0.357 0.019 -0.362 0.19
H 2.5864 0.5269 0.0806 -0.302 -0.081 0.125 0.25
H 0.1391 1.5180 0.8034 0.475 0.639 -0.639 0.21
H 0.4792 1.7422 -1.3536 2.295 0.248 3.354 0.03
H -0.4794 1.1568 -1.7760 -1.070 -3.350 3.992 0.58
```
Forces are in eV/Å.

[5]
C3H6I2O in the gas phase. Source: the Open Molecules 2025 dataset; level of theory: ωB97M-V/def2-TZVPD.

The total energy is -788.5082 Eh. As for the spin multiplicity: 1. Its HOMO-LUMO gap is 9.5854 eV. The value obtained for the LUMO energy is 0.044 eV. The value obtained for the relative energy (zero: lowest compared OMol25 entry of this formula, charge and spin) is 12.75 kcal/mol. As for the SMILES: C[C@@](O)(I)CI.

```
12
Properties=species:S:1:pos:R:3:forces:R:3:nbo_charge:R:1
C 0.0867 1.0133 0.5609 0.912 -3.197 -2.059 -0.62
C 0.3333 -0.4786 -0.4469 -0.553 3.358 2.467 0.23
O 0.1602 -0.1939 -1.7615 -0.089 -0.129 -0.566 -0.72
I 2.4003 -1.1759 -0.0292 -0.278 0.095 -0.044 0.00
C -0.5931 -1.5827 -0.0277 -0.086 -0.192 -0.247 -0.58
I -2.6657 -0.9679 0.0102 0.212 -0.144 -0.039 0.07
H 0.8995 1.6814 0.3092 0.158 0.099 -0.004 0.21
H 0.1369 0.6982 1.5926 -0.027 0.027 0.220 0.22
H -0.8748 1.4177 0.2868 -0.215 0.031 -0.048 0.22
H 0.6401 0.5996 -2.0270 0.019 -0.061 0.194 0.49
H -0.5458 -2.3903 -0.7577 -0.025 0.014 0.102 0.24
H -0.3631 -1.9611 0.9607 -0.028 0.098 0.025 0.24
```
Forces are in eV/Å.

[6]
A 2-piece molecular cluster, C3H6I2O3 overall. Source: the Open Molecules 2025 dataset; level of theory: ωB97M-V/def2-TZVPD.

The total energy is -938.8871 Eh. As for the spin multiplicity: 1. Its HOMO-LUMO gap (alpha / beta) is 6.7396 / 6.7364 eV. The value obtained for the LUMO energy (alpha / beta) is -1.164 / -1.166 eV. The value obtained for the relative energy (zero: lowest compared OMol25 entry of this formula, charge and spin) is 55.97 kcal/mol.

```
14
Properties=species:S:1:pos:R:3:forces:R:3:nbo_charge:R:1
C 0.9115 -1.3933 0.8640 -0.697 -1.317 -1.154 0.02
C 0.5076 -1.7037 -0.3745 -0.670 4.181 -0.239 0.09
C -0.3503 2.5783 -0.2415 0.487 -3.851 2.714 0.09
O 1.1225 -0.1244 1.3748 -0.170 0.020 0.560 -0.74
O 0.1645 -0.7056 -1.3154 -0.528 -1.269 -0.675 -0.74
O 0.8630 2.1865 -0.2888 0.321 3.944 -2.688 -0.59
I -3.6812 -0.8835 -0.4632 -0.339 -0.510 -0.136 -0.57
I -1.8786 1.2869 0.2147 -0.311 0.430 0.252 0.39
H 1.0440 -2.3217 1.4038 0.479 0.510 1.008 0.19
H 0.3170 -2.6498 -0.7394 0.014 -2.074 -0.101 0.19
H -0.4837 3.3419 -0.8624 -0.779 3.480 -2.526 0.16
H 0.7576 0.0029 2.2866 0.375 -0.579 -1.222 0.51
H -0.4668 -1.0761 -2.0190 1.365 0.626 1.741 0.50
H 1.1729 1.4615 0.1603 0.452 -3.592 2.466 0.53
```
Forces are in eV/Å.

[7]
C3H6I2Si in the gas phase. Source: the Open Molecules 2025 dataset; level of theory: ωB97M-V/def2-TZVPD.

The total energy is -1002.8264 Eh. As for the spin multiplicity: 1. Its HOMO-LUMO gap is 9.7227 eV. The value obtained for the LUMO energy is 0.221 eV. The value obtained for the relative energy (zero: lowest compared OMol25 entry of this formula, charge and spin) is 22.62 kcal/mol. As for the SMILES: C=C[Si](C)(I)I.

```
12
Properties=species:S:1:pos:R:3:forces:R:3:nbo_charge:R:1
C -0.4803 -0.6120 2.2777 -0.158 -1.165 -0.002 -0.32
C -0.5937 0.0824 1.1764 -1.848 2.164 -0.763 -0.72
Si 0.6459 0.0200 -0.2363 -0.721 1.680 -2.315 1.08
C -0.1457 0.4229 -2.1598 0.503 -1.240 1.040 -1.02
I 1.8783 -2.0612 -0.2947 -0.006 -0.042 0.114 -0.16
I 2.1872 1.9643 0.1827 -0.334 -0.582 -0.059 -0.22
H -1.1881 -0.5228 3.0918 0.248 -0.060 0.136 0.21
H 0.2117 -1.4187 2.2047 0.656 -0.603 0.948 0.19
H -1.4836 0.8094 1.2478 1.631 -0.638 -0.860 0.24
H 0.3234 1.2258 -2.8012 -0.472 -0.674 1.280 0.25
H -0.1537 -0.5135 -2.7906 0.177 0.777 0.864 0.24
H -1.2014 0.6033 -1.8986 0.325 0.383 -0.384 0.23
```
Forces are in eV/Å.

[8]
C3H6IN in the gas phase. Source: the Open Molecules 2025 dataset; level of theory: ωB97M-V/def2-TZVPD.

The total energy is -470.2996 Eh. As for the spin multiplicity: 1. Its HOMO-LUMO gap is 9.0850 eV. The value obtained for the LUMO energy is 0.000 eV. The value obtained for the relative energy (zero: lowest compared OMol25 entry of this formula, charge and spin) is 14.57 kcal/mol. As for the SMILES: CC(C)=NI.

```
11
Properties=species:S:1:pos:R:3:forces:R:3:nbo_charge:R:1
C 0.2318 1.2577 -0.1105 2.260 -0.636 2.205 -0.66
C -0.8991 0.3684 0.1491 -1.474 -3.075 -1.468 0.28
C -0.6517 -1.1369 0.0921 -1.772 0.328 4.528 -0.68
N -2.0424 0.9133 0.1277 -0.773 0.458 0.353 -0.53
I -3.8285 -0.2263 0.1286 1.040 0.293 0.084 0.21
H 0.4802 1.2579 -1.1430 -0.103 0.491 -1.006 0.24
H -0.1222 2.1358 0.3495 0.228 1.907 -0.300 0.24
H 1.2163 0.9764 0.4142 -1.560 0.079 -0.506 0.22
H 0.3729 -1.2765 0.2230 1.743 -0.587 -0.113 0.21
H -1.0407 -1.6587 -0.7284 -0.629 -0.427 -1.314 0.24
H -1.1525 -1.6341 1.0923 1.041 1.170 -2.463 0.23
```
Forces are in eV/Å.

[9]
A 2-piece molecular cluster, C3H6IN2 overall. Source: the Open Molecules 2025 dataset; level of theory: ωB97M-V/def2-TZVPD.

The total energy is -524.7325 Eh. As for the spin multiplicity: 1. Its HOMO-LUMO gap is 9.2732 eV. The value obtained for the LUMO energy is -4.736 eV. The value obtained for the relative energy (zero: lowest compared OMol25 entry of this formula, charge and spin) is 78.73 kcal/mol. The total charge is +1.

```
12
Properties=species:S:1:pos:R:3:forces:R:3:nbo_charge:R:1
C 0.5488 0.9411 -0.0548 -0.869 2.443 0.772 0.09
C -1.5610 -0.9363 0.0683 4.021 4.557 -0.166 0.25
C 1.9491 1.3180 0.0775 0.854 -2.141 -0.927 -0.64
N 0.3638 -0.2569 0.1044 -3.615 -4.214 0.036 -0.27
N -1.6354 -2.1626 -0.1049 -0.012 -2.131 0.267 -0.70
I -3.0628 0.4152 0.0165 -0.147 -0.046 0.077 0.39
H -0.1141 1.8175 -0.0401 -0.670 -0.657 -0.452 0.23
H 2.0514 2.0984 0.7349 0.401 1.559 2.044 0.25
H 2.5364 0.4240 0.2366 0.309 0.049 0.777 0.25
H 2.3325 1.6624 -0.8227 0.423 0.949 -2.085 0.25
H -0.8309 -2.8129 -0.0318 -0.491 0.621 -0.198 0.47
H -2.5780 -2.5080 -0.1840 -0.204 -0.988 -0.145 0.44
```
Forces are in eV/Å.

[10]
An isolated ion of composition C3H6IN2S and charge +1. Source: the Open Molecules 2025 dataset; level of theory: ωB97M-V/def2-TZVPD.

The total energy is -922.8547 Eh. As for the spin multiplicity: 1. Its HOMO-LUMO gap (alpha / beta) is 8.0195 / 8.0172 eV. The value obtained for the LUMO energy (alpha / beta) is -4.923 / -4.923 eV. The value obtained for the relative energy (zero: lowest compared OMol25 entry of this formula, charge and spin) is 110.43 kcal/mol. The total charge is +1.

```
13
Properties=species:S:1:pos:R:3:forces:R:3:nbo_charge:R:1
C -0.5414 1.0092 -1.1398 0.741 -4.676 -0.190 0.10
C 0.2050 1.0075 -0.0692 -0.832 1.251 -0.283 -0.14
C -0.1015 -1.3591 -0.1718 -1.316 -0.758 0.153 -0.05
N -0.2493 -1.0891 -1.5067 -0.449 4.501 -0.967 -0.67
N 0.7795 -0.2537 0.4142 0.326 -2.828 1.177 -0.56
S -1.5021 -1.3771 1.0411 -1.794 -0.269 -1.252 -0.10
I -1.6290 -1.9515 -2.7249 0.120 0.096 0.552 0.46
H -1.2350 1.3631 -1.8904 0.423 0.514 0.332 0.28
H 0.4071 1.8764 0.5279 0.204 0.219 0.253 0.27
H 0.2878 -2.3648 -0.1804 1.131 -0.245 0.864 0.27
H 1.7624 -0.3641 0.0685 -0.695 0.123 0.477 0.46
H 0.6863 -0.5583 1.4841 0.682 1.939 -2.333 0.49
H -2.5587 -1.4506 0.0772 1.460 0.132 1.217 0.19
```
Forces are in eV/Å.